{"formula": "C12H18N2OS", "method": "the ωB97M-V functional and the def2-TZVPD basis", "homo_energy_ev": -7.97, "e_lumo_ev": 0.6815, "e_tot_ha": -1050.99921, "smiles": "COCCCNC(=S)Nc1ccc(C)cc1", "gap_ev": 8.6, "fmax_ev_per_a": 0.6, "symbols": ["C", "O", "C", "C", "C", "N", "C", "S", "N", "C", "C", "C", "C", "C", "C", "C", "H", "H", "H", "H", "H", "H", "H", "H", "H", "H", "H", "H", "H", "H", "H", "H", "H", "H"], "coordinates": [[1.776, -4.804, 0.161], [0.903, -3.732, -0.094], [1.521, -2.565, -0.573], [2.353, -1.813, 0.476], [1.522, -1.441, 1.698], [0.540, -0.438, 1.362], [-0.506, -0.169, 2.165], [-0.792, -0.992, 3.571], [-1.350, 0.844, 1.823], [-1.426, 1.593, 0.648], [-1.125, 1.064, -0.605], [-1.226, 1.854, -1.736], [-1.639, 3.177, -1.659], [-1.763, 4.026, -2.886], [-1.972, 3.688, -0.408], [-1.870, 2.914, 0.728], [2.402, -5.021, -0.714], [2.424, -4.615, 1.023], [1.145, -5.664, 0.375], [0.695, -1.933, -0.910], [2.159, -2.799, -1.440], [3.188, -2.436, 0.798], [2.767, -0.915, 0.012], [2.176, -1.081, 2.505], [0.982, -2.317, 2.066], [0.811, 0.263, 0.686], [-1.994, 1.097, 2.561], [-0.853, 0.024, -0.702], [-0.989, 1.425, -2.699], [-1.402, 5.034, -2.696], [-1.201, 3.600, -3.713], [-2.809, 4.097, -3.187], [-2.314, 4.710, -0.327], [-2.133, 3.326, 1.692]], "forces_ev_per_a": [[0.0, 0.0, 0.0], [-0.2, 0.0, 0.1], [0.2, 0.2, -0.1], [-0.5, -0.2, 0.0], [0.4, -0.3, 0.1], [-0.2, 0.3, -0.2], [0.0, 0.0, 0.1], [-0.1, -0.3, 0.5], [-0.2, 0.1, 0.2], [0.1, 0.2, -0.5], [-0.1, -0.1, 0.2], [0.0, 0.2, 0.0], [0.0, 0.0, 0.0], [-0.1, 0.0, 0.0], [0.0, -0.1, -0.1], [0.1, -0.1, 0.0], [0.0, 0.0, 0.0], [0.0, 0.0, 0.0], [0.1, 0.0, 0.0], [0.1, 0.0, -0.1], [-0.1, 0.0, 0.0], [0.1, 0.1, 0.0], [0.1, 0.0, -0.1], [-0.1, -0.1, 0.0], [0.2, 0.1, 0.0], [-0.1, 0.0, 0.0], [0.2, -0.2, -0.1], [0.0, -0.1, 0.0], [0.0, 0.0, -0.1], [0.0, 0.1, -0.1], [0.0, 0.0, -0.1], [0.0, 0.1, -0.1], [0.0, 0.1, 0.0], [0.0, 0.1, 0.1]]}

***

{"formula": "C12H18N6OsSe2", "method": "the ωB97M-V functional and the def2-TZVPD basis", "homo_energy_ev": [-21.94, -22.04], "spin_multiplicity": 5, "e_lumo_ev": [-14.0763, -15.6185], "s2": 6.0248, "e_tot_ha": -5688.49495, "gap_ev": [7.9, 6.4], "fmax_ev_per_a": 0.2, "charge": 4, "symbols": ["Os", "C", "Se", "C", "C", "Se", "C", "H", "H", "H", "H", "H", "H", "H", "H", "H", "H", "N", "C", "N", "C", "N", "N", "C", "N", "C", "C", "C", "C", "C", "N", "H", "H", "H", "H", "H", "H", "H", "H"], "coordinates": [[-0.267, -0.704, -0.027], [-0.963, 5.753, -4.646], [-0.941, 3.868, -4.259], [-1.039, 3.932, -2.306], [-1.271, 2.599, -1.584], [0.367, 1.550, -1.184], [1.254, 2.664, 0.164], [-0.167, 6.243, -4.082], [-1.943, 6.142, -4.357], [-0.807, 5.841, -5.720], [-1.889, 4.584, -2.082], [-0.146, 4.467, -1.973], [-1.904, 1.913, -2.147], [-1.755, 2.803, -0.630], [0.553, 2.921, 0.952], [1.631, 3.538, -0.361], [2.093, 2.094, 0.555], [-2.962, -1.277, 1.002], [-2.114, -2.110, 1.738], [-2.413, -2.756, 2.799], [-1.403, -3.504, 3.368], [-1.682, -4.195, 4.423], [-0.110, -3.568, 2.871], [0.116, -2.854, 1.836], [-0.843, -2.090, 1.212], [1.419, -2.713, 1.158], [2.530, -3.463, 1.425], [3.679, -3.270, 0.645], [3.663, -2.332, -0.380], [2.521, -1.589, -0.602], [1.412, -1.757, 0.158], [-3.771, -0.962, 1.539], [-3.312, -1.735, 0.156], [-2.619, -4.178, 4.817], [-0.975, -4.769, 4.873], [2.496, -4.200, 2.218], [4.568, -3.861, 0.833], [4.528, -2.174, -1.012], [2.468, -0.850, -1.391]], "forces_ev_per_a": [[-0.2, 0.0, 0.1], [0.0, 0.0, 0.0], [0.0, 0.0, 0.0], [0.1, 0.0, 0.0], [-0.1, 0.0, 0.0], [0.0, -0.1, 0.0], [0.0, 0.0, 0.0], [0.0, 0.0, 0.0], [0.0, 0.0, 0.0], [0.0, 0.0, 0.0], [0.0, 0.0, 0.0], [0.0, 0.0, 0.0], [0.0, 0.1, 0.0], [0.0, 0.0, 0.0], [0.0, 0.0, 0.0], [0.0, 0.0, 0.1], [0.0, 0.0, 0.0], [0.0, 0.0, -0.2], [-0.1, 0.0, 0.0], [0.0, -0.1, 0.0], [-0.1, 0.0, 0.0], [0.0, 0.0, 0.0], [0.0, 0.0, 0.0], [0.1, -0.1, 0.1], [0.0, 0.1, -0.1], [0.0, 0.1, 0.0], [0.0, 0.0, 0.0], [0.0, 0.0, 0.0], [0.0, 0.0, 0.0], [0.0, 0.0, 0.0], [0.2, 0.0, -0.1], [0.1, 0.0, 0.0], [0.0, 0.0, 0.1], [0.0, 0.0, 0.0], [0.0, 0.0, 0.0], [0.0, 0.0, 0.0], [0.0, 0.0, 0.0], [0.0, 0.0, 0.0], [0.0, 0.0, 0.0]]}

***

{"formula": "C12H18O9", "method": "the ωB97M-V functional and the def2-TZVPD basis", "homo_energy_ev": [-12.47, -12.47], "spin_multiplicity": 2, "e_lumo_ev": [-3.6173, -9.8440], "s2": 0.7536, "e_tot_ha": -1144.80499, "gap_ev": [8.8, 2.6], "fmax_ev_per_a": 5.3, "charge": 1, "symbols": ["C", "C", "C", "O", "C", "O", "O", "H", "H", "H", "H", "H", "H", "C", "C", "C", "O", "C", "O", "O", "H", "H", "H", "H", "H", "H", "C", "C", "C", "O", "C", "O", "O", "H", "H", "H", "H", "H", "H"], "coordinates": [[-0.504, 20.691, 16.375], [-0.898, 20.637, 14.936], [-2.295, 20.161, 14.610], [-2.708, 21.161, 13.690], [-1.963, 22.246, 13.748], [-2.194, 23.270, 13.163], [-0.944, 22.049, 14.642], [0.474, 21.126, 16.578], [-0.461, 19.751, 16.924], [-1.039, 21.459, 16.935], [-0.125, 20.180, 14.317], [-3.048, 20.174, 15.397], [-2.084, 19.177, 14.191], [-5.522, 20.264, 11.209], [-4.664, 21.473, 10.939], [-3.432, 21.158, 10.139], [-3.404, 22.189, 9.157], [-4.552, 22.880, 9.137], [-4.810, 23.749, 8.267], [-5.262, 22.394, 10.137], [-6.446, 20.654, 11.637], [-5.386, 19.618, 12.077], [-5.838, 19.586, 10.417], [-4.432, 21.919, 11.906], [-3.485, 20.143, 9.744], [-2.600, 21.084, 10.840], [1.985, 23.572, 15.152], [1.115, 24.381, 14.223], [0.003, 25.123, 14.962], [0.118, 26.384, 14.394], [1.158, 26.433, 13.587], [1.449, 27.471, 12.940], [1.768, 25.360, 13.528], [1.503, 22.805, 15.758], [2.615, 24.063, 15.893], [2.739, 23.070, 14.546], [0.518, 23.781, 13.537], [0.278, 25.095, 16.017], [-0.969, 24.699, 14.711]], "forces_ev_per_a": [[1.0, -0.2, 1.8], [0.7, 1.3, 1.8], [0.9, -0.1, 0.2], [-1.0, -0.7, -1.4], [0.3, 0.8, 0.5], [0.6, -0.5, 0.4], [-0.5, 0.6, -1.8], [0.6, -0.4, -0.9], [-0.4, -0.1, -0.2], [-1.1, -0.5, -0.1], [-0.2, -0.1, -0.2], [0.4, -0.3, 0.3], [-1.2, 0.0, -0.5], [-2.3, -0.2, 1.0], [1.2, -2.0, 1.1], [0.4, -0.7, 0.7], [2.0, -0.5, -0.5], [0.3, 2.0, -3.2], [0.5, -3.3, 4.0], [-4.1, 2.6, -0.6], [-0.6, 0.4, -0.6], [1.6, 0.0, 0.0], [0.5, 0.4, -0.5], [0.1, 0.3, -0.1], [-0.2, 0.3, -0.9], [0.6, 0.8, -0.5], [1.7, -0.7, -0.5], [-3.1, -3.5, 2.5], [0.7, -2.1, 0.8], [0.3, 4.0, -1.6], [-3.4, -0.7, 2.7], [0.4, 1.2, -0.7], [4.0, 0.5, -2.6], [-0.7, 0.1, -0.6], [-0.4, 1.0, -0.1], [-0.1, -0.4, -0.1], [1.0, -0.5, -0.5], [-0.7, 0.7, 0.1], [0.0, 0.3, 0.3]]}

***

{"formula": "C12H19CaNO13", "method": "the ωB97M-V functional and the def2-TZVPD basis", "homo_energy_ev": -7.69, "e_lumo_ev": 0.3635, "e_tot_ha": -2179.21462, "gap_ev": 8.1, "fmax_ev_per_a": 1.1, "symbols": ["Ca", "O", "H", "N", "O", "O", "O", "C", "C", "C", "O", "C", "O", "O", "H", "H", "H", "H", "H", "H", "C", "C", "C", "O", "C", "O", "O", "H", "H", "H", "H", "H", "H", "C", "C", "C", "O", "C", "O", "O", "H", "H", "H", "H", "H", "H"], "coordinates": [[0.874, -1.382, -1.204], [-0.075, -1.564, -3.163], [-0.718, -1.402, -3.857], [1.209, -3.658, 0.406], [1.399, -4.698, 0.996], [2.171, -2.892, 0.104], [0.044, -3.288, 0.086], [-5.408, -0.040, 1.485], [-4.233, -0.981, 1.501], [-4.375, -2.163, 0.520], [-3.075, -2.280, -0.042], [-2.412, -1.124, 0.129], [-1.383, -0.872, -0.409], [-3.064, -0.308, 0.974], [-5.584, 0.348, 0.486], [-5.328, 0.741, 2.241], [-6.306, -0.590, 1.794], [-3.963, -1.334, 2.496], [-5.084, -1.933, -0.276], [-4.659, -3.071, 1.042], [3.686, 1.636, -5.619], [4.180, 1.848, -4.212], [3.393, 2.913, -3.397], [2.668, 2.146, -2.436], [3.116, 0.888, -2.443], [2.785, 0.069, -1.639], [3.953, 0.655, -3.454], [4.055, 0.675, -5.989], [4.056, 2.401, -6.299], [2.600, 1.544, -5.636], [5.229, 2.133, -4.155], [2.694, 3.481, -4.004], [4.079, 3.584, -2.882], [-0.146, 2.058, 4.423], [0.632, 0.855, 3.966], [-0.163, -0.445, 3.832], [0.308, -1.003, 2.604], [1.007, -0.087, 1.929], [1.508, -0.269, 0.857], [1.074, 1.073, 2.615], [-0.940, 2.266, 3.710], [0.526, 2.904, 4.550], [-0.591, 1.871, 5.404], [1.509, 0.690, 4.597], [-1.234, -0.244, 3.724], [-0.013, -1.152, 4.642]], "forces_ev_per_a": [[-0.8, -0.4, -0.7], [0.5, 0.4, 0.5], [0.2, -0.1, 0.2], [0.0, -0.2, 0.4], [0.0, -0.2, 0.2], [0.1, -0.1, -0.4], [0.2, 0.2, -0.2], [-0.5, -0.5, 0.7], [0.2, 0.0, -0.7], [-0.1, 0.5, 0.5], [0.0, 0.0, 0.0], [-0.2, -0.6, -0.1], [0.3, 0.6, 0.2], [0.0, 0.1, 0.1], [0.1, 0.2, 0.0], [0.3, 0.2, -0.3], [0.1, -0.1, -0.2], [-0.1, 0.0, 0.1], [-0.1, -0.1, 0.0], [0.1, -0.2, -0.2], [0.2, -0.7, -0.1], [-0.5, 0.9, 0.2], [0.3, -0.2, -0.3], [0.1, 0.2, 0.0], [-0.1, -0.1, -0.2], [-0.2, -0.3, 0.0], [0.3, 0.0, 0.3], [0.1, 0.1, 0.0], [-0.2, 0.2, 0.1], [0.0, 0.3, 0.0], [0.2, -0.5, -0.2], [-0.1, 0.0, 0.0], [-0.1, 0.1, 0.1], [0.0, -0.2, 0.4], [0.0, -0.2, 0.1], [-0.4, 0.3, -0.2], [0.1, -0.2, 0.1], [0.1, 0.2, 0.0], [-0.4, 0.5, 0.4], [0.3, -0.3, -0.2], [0.0, 0.2, 0.0], [-0.1, 0.1, -0.2], [0.0, -0.1, -0.1], [0.1, 0.1, -0.1], [0.0, 0.0, 0.0], [0.1, 0.0, 0.0]]}